Arrangement 1

8
Properties=species:S:1:pos:R:3 method="wB97M-V/def2-TZVPD" smiles=C#COPO orbital_gap_ev=9.0935 lumo_energy_ha=-0.0072 e_homo_ev=-9.3
C 2.37101 -0.32072 0.02294
C 1.28636 0.15825 -0.13596
O -0.07701 0.99056 -0.80498
P -1.29439 0.78815 0.18718
O -1.50999 -0.83012 0.10893
H 2.97910 -0.97356 0.63868
H -2.04528 1.33073 -0.99266
H -1.70980 -1.14329 0.97586

Arrangement 2

8
Properties=species:S:1:pos:R:3 method="wB97M-V/def2-TZVPD" orbital_gap_ev="4.1748 / 4.8558" lumo_energy_ha="-0.0928 / -0.0784" e_homo_ev="-6.7 / -7.0"
C 0.15280 -0.32549 -0.84434
C 0.11612 1.47695 1.76027
O 0.02243 -0.17832 0.36367
O 0.10218 2.46080 1.11192
P -0.09639 -1.77025 -2.03560
H 0.42564 0.47508 -1.56954
H -0.19346 0.62311 2.24291
H -0.52932 -2.76187 -1.02929

Computed relative energies in units of kcal/mol: arrangement 1 0.0; arrangement 2 21.9